No. 1
A structure of composition C28H85BrFeO15, computed with ωB97M-V/def2-TZVPD.

HOMO energy (spin up / spin down) in eV: -9.03 / -8.14
Lowest unoccupied orbital energy (spin up / spin down) in eV: 0.445 / 0.444
⟨S²⟩: 6.006

The geometry in ORCA input format:
```
! wB97M-V def2-TZVPD RIJCOSX def2/J DEFGRID3
* xyz 0 5
Fe -0.019 -0.537 0.431
O 1.250 -0.561 1.999
H 1.520 0.212 2.533
Br -1.831 -0.553 -1.498
C -5.501 3.524 -1.432
C -4.324 2.690 -0.977
O -3.538 2.392 -2.107
H -6.364 3.387 -0.781
H -5.844 3.353 -2.452
H -5.253 4.583 -1.364
H -4.551 1.696 -0.593
H -3.748 3.153 -0.175
H -2.965 1.654 -1.886
C -4.276 -4.615 -4.058
C -3.546 -3.390 -3.550
O -3.187 -3.553 -2.170
H -5.140 -4.850 -3.436
H -3.623 -5.475 -3.913
H -4.625 -4.615 -5.091
H -4.155 -2.493 -3.662
H -2.661 -3.179 -4.150
H -2.813 -2.739 -1.824
C 1.325 2.381 -3.392
C 1.100 3.384 -4.530
O 1.622 4.696 -4.258
H 2.403 2.243 -3.310
H 0.795 1.453 -3.606
H 0.931 2.731 -2.437
H 0.040 3.460 -4.773
H 1.529 3.057 -5.477
H 1.303 5.279 -4.951
C -6.216 0.481 3.027
C -5.126 0.766 1.967
O -3.852 0.469 2.526
H -5.918 -0.363 3.648
H -7.227 0.425 2.623
H -6.265 1.388 3.630
H -5.151 1.815 1.672
H -5.295 0.116 1.108
H -3.840 0.908 3.380
C 3.240 -4.633 3.722
C 2.983 -3.161 3.263
O 1.761 -3.067 2.614
H 3.477 -5.191 2.815
H 2.320 -5.013 4.166
H 4.132 -4.658 4.348
H 3.798 -2.728 2.682
H 2.940 -2.508 4.135
H 1.606 -2.142 2.410
C 4.686 2.266 3.845
C 3.537 1.822 2.853
O 3.711 0.461 2.556
H 4.515 3.232 4.320
H 5.699 2.243 3.442
H 4.882 1.482 4.577
H 3.466 2.447 1.964
H 2.583 2.000 3.350
H 2.879 0.045 2.317
C 1.541 -0.072 6.787
C 1.638 0.156 5.265
O 0.530 -0.515 4.640
H 1.082 -1.048 6.949
H 0.856 0.607 7.294
H 2.520 -0.052 7.267
H 2.593 -0.206 4.886
H 1.502 1.222 5.084
H 0.764 -0.665 3.721
C -2.849 -3.030 1.389
C -2.072 -2.151 2.393
O -1.683 -0.905 1.822
H -3.798 -2.537 1.178
H -3.197 -3.981 1.792
H -2.398 -3.274 0.427
H -1.159 -2.624 2.755
H -2.750 -1.880 3.202
H -2.519 -0.433 1.841
C 3.880 -1.017 -0.464
C 2.872 0.025 -0.804
O 1.629 -0.596 -1.050
H 3.645 -1.667 0.379
H 4.845 -0.578 -0.212
H 4.082 -1.765 -1.231
H 3.229 0.512 -1.712
H 2.833 0.787 -0.026
H 1.633 -0.846 -1.977
C 4.128 -1.632 -4.312
C 2.689 -1.382 -4.775
O 1.828 -1.215 -3.742
H 4.821 -1.478 -5.140
H 4.321 -2.610 -3.870
H 4.378 -0.873 -3.571
H 2.420 -2.173 -5.475
H 2.650 -0.448 -5.335
H 0.930 -1.255 -4.080
C -0.885 2.448 2.838
C -1.186 2.286 1.348
O -0.165 1.574 0.671
H -1.148 1.546 3.391
H -1.485 3.276 3.214
H 0.142 2.772 3.009
H -1.356 3.279 0.933
H -2.110 1.732 1.184
H 0.477 2.248 0.436
C -0.629 0.648 -6.481
C -1.456 0.099 -5.354
O -0.651 -0.827 -4.643
H -1.219 1.339 -7.083
H -0.417 -0.140 -7.204
H 0.290 1.109 -6.119
H -2.318 -0.440 -5.746
H -1.654 0.931 -4.678
H -1.066 -0.868 -3.778
C 1.008 5.825 1.186
C 1.880 4.569 1.346
O 1.522 3.669 0.334
H 1.271 6.626 1.877
H -0.040 5.614 1.397
H 1.067 6.139 0.144
H 1.634 4.149 2.321
H 2.950 4.766 1.282
H 1.953 3.916 -0.488
C 1.498 -4.431 -0.702
C 0.091 -3.926 -0.378
O 0.256 -2.803 0.453
H 1.316 -5.361 -1.240
H 1.956 -4.693 0.252
H 2.152 -3.729 -1.219
H -0.520 -4.636 0.179
H -0.497 -3.590 -1.233
H 0.744 -3.187 1.186
*
```

***

No. 2
A cluster of 2 separate species, C10H8O2PS2 in total, computed with ωB97M-V/def2-TZVPD.

HOMO energy (spin up / spin down) in eV: -3.27 / -4.19
Lowest unoccupied orbital energy (spin up / spin down) in eV: 2.637 / 1.001
⟨S²⟩: 2.020

The geometry in ORCA input format:
```
! wB97M-V def2-TZVPD RIJCOSX def2/J DEFGRID3
* xyz -1 3
C 1.134 0.794 -3.231
C -0.262 0.792 -3.236
C 1.826 1.097 -2.025
C -0.974 -2.757 2.632
C -0.954 1.055 -2.084
C 1.106 1.353 -0.826
C -0.608 -1.807 1.634
C 0.148 -3.493 3.050
C -0.332 1.329 -0.921
C 0.704 -1.884 1.248
O 0.235 3.441 1.474
O -1.014 1.638 0.170
P -0.560 2.237 1.658
S -2.160 2.564 2.800
S 1.577 -3.045 2.231
H 1.753 0.651 -4.157
H -0.781 0.468 -4.082
H 2.885 1.209 -2.036
H -2.007 -2.888 2.842
H -2.072 1.077 -2.094
H 1.647 1.596 0.057
H -1.314 -1.219 1.026
H 0.022 -4.209 3.871
*
```

***

No. 3
A structure of composition C24H20N2O4SZr, computed with ωB97M-V/def2-TZVPD.

HOMO energy in eV: -14.49
Lowest unoccupied orbital energy in eV: -7.515

The geometry in ORCA input format:
```
! wB97M-V def2-TZVPD RIJCOSX def2/J DEFGRID3
* xyz 2 1
Zr -1.053 0.561 0.274
C -4.828 -5.896 3.323
C -4.297 -4.837 2.406
C -5.037 -4.429 1.294
C -4.572 -3.442 0.448
C -3.340 -2.853 0.729
C -2.575 -3.240 1.827
C -3.061 -4.232 2.654
S -2.789 -1.609 -0.332
O -3.438 -1.676 -1.593
O -2.962 -0.243 0.380
N -1.196 -1.513 -0.349
C -0.288 -2.091 -1.257
C -0.319 -3.337 -1.814
C 0.720 -3.738 -2.686
C 1.764 -2.908 -2.976
C 1.811 -1.607 -2.414
C 2.831 -0.671 -2.672
C 2.779 0.582 -2.107
C 1.707 0.910 -1.284
N 0.725 0.052 -0.999
C 0.771 -1.208 -1.560
H -5.337 -6.680 2.764
H -5.556 -5.460 4.010
H -4.035 -6.346 3.916
H -5.989 -4.900 1.085
H -5.142 -3.137 -0.419
H -1.606 -2.796 2.017
H -2.474 -4.556 3.503
H -1.131 -4.018 -1.593
H 0.680 -4.727 -3.121
H 2.558 -3.226 -3.638
H 3.651 -0.944 -3.325
H 3.546 1.318 -2.298
H 1.634 1.900 -0.848
C 0.059 2.625 3.959
C -0.393 2.535 2.545
O -0.443 1.338 2.061
C -0.743 3.681 1.772
C -0.665 4.962 2.377
C -0.992 6.097 1.684
C -1.410 5.993 0.354
C -1.498 4.765 -0.278
C -1.170 3.612 0.414
O -1.263 2.432 -0.227
H 0.253 1.630 4.347
H -0.700 3.114 4.571
H 0.968 3.226 4.027
H -0.345 5.046 3.405
H -0.930 7.064 2.162
H -1.673 6.887 -0.196
H -1.825 4.682 -1.305
*
```

***

No. 4
A structure of composition C30H63AsF6NO12S6, computed with ωB97M-V/def2-TZVPD.

HOMO energy (spin up / spin down) in eV: -9.67 / -9.67
Lowest unoccupied orbital energy (spin up / spin down) in eV: -0.852 / -5.858
⟨S²⟩: 0.754

The geometry in ORCA input format:
```
! wB97M-V def2-TZVPD RIJCOSX def2/J DEFGRID3
* xyz 0 2
As -6.959 0.960 1.434
F -8.564 0.266 0.944
F -6.574 0.965 -0.377
F -5.389 1.647 1.883
F -7.377 0.997 3.272
F -6.349 -0.708 1.724
F -7.677 2.649 1.303
C -4.504 2.714 5.089
C -3.731 1.504 5.739
N -4.024 1.273 7.171
C -3.071 0.322 7.758
C -1.597 0.826 7.932
C -5.393 0.712 7.259
C -5.937 0.795 8.750
H -4.800 2.701 4.041
H -3.847 3.580 5.173
H -5.485 2.929 5.512
H -3.805 0.583 5.162
H -2.667 1.715 5.633
H -3.402 -0.019 8.739
H -3.059 -0.605 7.184
H -1.284 0.964 6.897
H -1.482 1.742 8.512
H -1.039 -0.020 8.334
H -5.405 -0.335 6.954
H -6.061 1.268 6.601
H -6.799 0.152 8.925
H -6.332 1.806 8.848
H -5.309 0.606 9.621
C -7.772 5.328 -2.150
C -8.767 5.784 -3.247
C -10.119 6.194 -2.624
S -9.988 6.131 -0.720
O -11.168 5.427 -0.126
O -9.458 7.358 -0.125
C -8.559 4.986 -0.860
H -7.194 6.240 -1.999
H -7.190 4.521 -2.597
H -8.933 5.057 -4.042
H -8.297 6.613 -3.776
H -10.817 5.358 -2.584
H -10.660 7.097 -2.911
H -9.175 4.096 -0.986
H -8.095 4.909 0.124
C -12.504 0.091 0.367
C -11.226 -0.589 -0.167
C -11.705 -1.659 -1.169
S -13.288 -1.169 -1.881
O -14.348 -2.131 -1.463
O -13.204 -0.651 -3.238
C -13.388 0.366 -0.857
H -12.348 0.969 0.994
H -13.075 -0.512 1.073
H -10.636 -0.950 0.676
H -10.646 0.174 -0.686
H -11.862 -2.558 -0.573
H -10.987 -1.891 -1.957
H -14.462 0.511 -0.744
H -12.943 1.213 -1.379
C -9.957 4.781 4.200
C -11.290 4.791 3.465
C -12.209 3.746 4.080
S -11.074 2.412 4.554
O -11.196 1.218 3.700
O -11.038 2.294 6.019
C -9.537 3.354 4.085
H -9.968 4.925 5.281
H -9.298 5.586 3.875
H -11.091 4.758 2.393
H -11.765 5.765 3.577
H -13.033 3.427 3.443
H -12.656 4.111 5.005
H -9.397 3.034 3.053
H -8.716 3.046 4.732
C -2.042 -0.475 2.120
C -3.023 -0.830 1.099
C -2.479 -1.485 -0.141
S -0.724 -1.938 0.132
O -0.018 -0.805 -0.474
O -0.406 -3.373 -0.043
C -0.919 -1.589 1.962
H -2.481 -0.499 3.118
H -1.601 0.477 1.827
H -3.512 0.132 0.947
H -3.729 -1.511 1.575
H -2.370 -0.737 -0.927
H -2.791 -2.467 -0.496
H 0.043 -1.219 2.317
H -1.239 -2.529 2.411
C -8.306 0.453 -4.640
C -7.666 1.682 -3.858
C -6.090 1.579 -3.985
S -5.622 0.093 -4.897
O -4.587 -0.694 -4.258
O -5.324 0.432 -6.300
C -7.235 -0.739 -4.708
H -8.385 0.720 -5.694
H -9.249 0.050 -4.269
H -7.934 1.729 -2.803
H -7.999 2.641 -4.256
H -5.602 1.456 -3.018
H -5.433 2.416 -4.218
H -7.317 -1.118 -3.690
H -7.256 -1.603 -5.372
C -5.599 -4.043 3.493
C -6.094 -5.566 3.525
C -7.365 -5.700 4.379
S -8.166 -4.091 4.500
O -7.945 -3.683 5.882
O -9.524 -3.971 3.949
C -6.957 -3.126 3.541
H -4.935 -3.763 2.676
H -4.898 -3.810 4.294
H -5.327 -6.249 3.890
H -6.334 -5.954 2.534
H -7.124 -5.978 5.405
H -8.201 -6.336 4.086
H -7.082 -2.132 3.969
H -7.190 -3.066 2.478
*
```